{"formula": "C13H29ClN3OS", "method": "wB97M-V/def2-TZVPD", "energy_ha": -1610.37383, "charge": 1, "relative_energy_kcal_mol": 15.6, "gap_ha": 0.3388, "symbols": ["C", "C", "S", "C", "N", "C", "N", "C", "C", "C", "N", "C", "Cl", "C", "C", "H", "H", "H", "H", "H", "H", "H", "H", "H", "H", "H", "H", "H", "H", "H", "H", "H", "H", "H", "H", "H", "C", "C", "C", "O", "H", "H", "H", "H", "H", "H", "H", "H"], "positions_angstrom": [[5.950, 0.079, 0.628], [4.651, 0.855, 0.613], [3.924, 0.980, -1.053], [2.681, -0.309, -0.962], [1.522, 0.170, -0.180], [0.596, -0.586, 0.315], [0.687, -1.961, 0.122], [0.650, -2.747, 1.375], [-0.038, -2.068, 2.581], [-0.420, -0.590, 2.407], [-0.471, -0.132, 0.999], [-0.816, 1.273, 0.798], [-2.565, 1.405, 1.120], [-0.043, 2.336, 1.601], [0.379, 3.484, 0.687], [5.770, -0.989, 0.612], [6.527, 0.301, -0.258], [6.522, 0.310, 1.513], [4.818, 1.877, 0.918], [3.926, 0.423, 1.289], [3.113, -1.162, -0.472], [2.355, -0.590, -1.949], [1.470, 1.175, -0.043], [-0.156, -2.191, -0.403], [0.104, -3.646, 1.143], [1.638, -3.085, 1.648], [0.636, -2.117, 3.422], [-0.902, -2.645, 2.867], [-1.405, -0.444, 2.822], [0.253, 0.017, 3.005], [-0.697, 1.490, -0.256], [-0.707, 2.753, 2.344], [0.811, 1.926, 2.131], [1.208, 3.207, 0.040], [0.684, 4.343, 1.264], [-0.470, 3.778, 0.083], [-3.697, -0.219, -3.814], [-4.146, -1.086, -2.649], [-5.518, -0.676, -2.140], [-3.188, -1.021, -1.586], [-3.624, 0.828, -3.505], [-2.711, -0.528, -4.166], [-4.397, -0.282, -4.647], [-4.170, -2.131, -2.960], [-5.498, 0.357, -1.781], [-5.823, -1.307, -1.306], [-6.269, -0.751, -2.926], [-3.145, -0.105, -1.287]], "mulliken_charge": [-1.156, -0.270, -0.136, -0.710, 0.366, 0.070, -0.294, -0.574, -0.608, -0.694, 0.299, -0.636, -0.136, -0.614, -1.298, 0.296, 0.323, 0.370, 0.442, 0.173, 0.394, 0.395, -0.113, 0.364, 0.372, 0.276, 0.288, 0.348, 0.475, 0.351, 0.750, 0.603, 0.222, 0.351, 0.422, 0.297, -1.292, 0.383, -1.228, -0.400, 0.326, 0.305, 0.407, 0.282, 0.307, 0.318, 0.388, 0.200]}